(1)
{"formula": "C17H14Cl2N2O9Sm", "method": "wB97M-V/def2-TZVPD", "elements": ["Sm", "C", "C", "C", "C", "C", "C", "C", "H", "H", "H", "H", "H", "H", "H", "H", "O", "C", "O", "C", "C", "C", "C", "C", "C", "O", "N", "O", "O", "N", "O", "O", "H", "H", "Cl", "C", "C", "O", "O", "H", "H", "Cl", "C", "H", "H"], "positions_angstrom": [[-0.4313, 0.0861, 1.4390], [-0.5710, -4.4479, 0.0412], [0.4864, -3.6078, 0.6536], [1.2865, -4.0866, 1.7589], [2.3472, -3.3426, 2.2626], [2.7037, -2.1245, 1.6805], [1.9037, -1.6563, 0.6329], [0.7223, -2.3313, 0.1049], [-1.3796, -3.7815, -0.2696], [-0.8152, -5.2065, 0.8109], [-0.1219, -5.0614, -0.8022], [1.0872, -5.1088, 2.1257], [2.8680, -3.6159, 3.1773], [3.5149, -1.5216, 2.0786], [2.2328, -0.6173, 0.3661], [0.3721, -2.0960, -0.8846], [-4.1203, 1.7026, -0.5943], [-2.9771, 1.3958, -0.4015], [-2.4700, 0.7342, 0.6203], [-1.9101, 1.9346, -1.4776], [-2.2619, 3.0068, -2.2873], [-1.5199, 3.2631, -3.4071], [-0.4573, 2.4473, -3.8058], [-0.0606, 1.4180, -2.9106], [-0.6867, 1.2593, -1.6827], [-0.0750, 0.6150, -0.7290], [0.7517, 0.3204, -3.4089], [1.2799, 0.5820, -4.5323], [0.9087, -0.7469, -2.7840], [-1.8308, 4.4745, -4.1900], [-2.5996, 5.2756, -3.5751], [-1.1966, 4.6423, -5.2584], [-3.0127, 3.7010, -1.9429], [0.0203, 2.6977, -4.7593], [3.1689, 4.0510, 2.3551], [2.3271, 2.7719, 3.3089], [1.2964, 1.9760, 2.5388], [1.6231, 1.4413, 1.4363], [0.1257, 1.7721, 3.0431], [1.9880, 3.3509, 4.1857], [3.0629, 2.0756, 3.6284], [-1.2070, -1.2252, 4.0816], [-1.8638, -1.8896, 2.4966], [-2.8893, -1.6244, 2.2694], [-1.6196, -2.9030, 2.6071]], "forces_ev_per_angstrom": [[-1.68, -0.35, -0.06], [0.83, -1.42, 0.09], [1.47, 0.62, 0.83], [-0.75, 0.17, -1.27], [-0.09, 0.19, 0.26], [-1.56, -0.47, -0.25], [-0.21, 1.33, -0.19], [3.53, -0.84, 1.48], [-0.17, -0.67, -0.06], [-0.69, 0.43, -0.54], [-0.71, 0.95, 0.60], [-0.02, 0.74, 0.02], [0.00, -0.48, -0.27], [-0.14, -0.08, -0.16], [-0.76, -1.06, -0.69], [-0.62, 0.63, 0.06], [-0.91, -0.13, 0.03], [2.88, 0.70, 0.43], [-0.28, 0.46, -0.75], [-1.58, -0.28, 0.83], [-0.06, -0.89, 1.70], [1.18, 0.19, -1.40], [-0.21, -0.02, 0.40], [-0.58, 0.18, -2.24], [0.51, -0.35, 2.37], [-0.82, -0.06, -0.73], [1.88, 0.23, -1.43], [-0.73, -1.37, 2.17], [-0.40, 2.03, -1.50], [0.62, 0.76, 1.17], [1.75, -1.23, -2.80], [-2.08, 0.38, 1.99], [-0.45, -0.34, -0.32], [-0.05, -0.58, 0.56], [-0.13, -0.46, -0.18], [-0.27, 1.48, 0.42], [-1.45, -0.54, -0.57], [0.18, 0.46, 1.17], [1.59, 0.44, -0.28], [-0.44, -0.80, -0.50], [0.78, -0.56, 0.25], [-0.33, 0.46, -0.08], [1.40, 1.72, -1.07], [-0.27, -0.09, 0.74], [-0.16, -1.47, -0.22]], "energy_ev": -82211.530, "multiplicity": 6, "largest_force_ev_per_a": 3.9, "de_lowest_kcal_mol": 28.1, "gap_ev": [6.925, 6.938], "total_charge": -1}

(2)
{"formula": "C17H14ClN3O5S2", "method": "wB97M-V/def2-TZVPD", "elements": ["C", "S", "O", "O", "N", "C", "O", "C", "C", "C", "C", "N", "C", "O", "C", "N", "C", "O", "S", "C", "C", "C", "C", "Cl", "C", "C", "C", "C", "H", "H", "H", "H", "H", "H", "H", "H", "H", "H", "H", "H", "H", "H"], "positions_angstrom": [[-6.0864, 4.2871, -2.1673], [-4.6573, 4.6582, -1.1607], [-4.1859, 6.0237, -1.4365], [-4.9307, 4.5018, 0.2932], [-3.3987, 3.6332, -1.6614], [-3.5032, 2.3189, -1.4231], [-4.6146, 1.8052, -1.4170], [-2.3214, 1.4320, -1.3569], [-2.4874, 0.0329, -1.4182], [-1.3626, -0.8252, -1.3254], [-0.0770, -0.2802, -1.2405], [1.1088, -0.9865, -1.3150], [1.3605, -2.2956, -0.9615], [0.4403, -3.0915, -0.6849], [2.7775, -2.7178, -0.6561], [3.3687, -1.9932, 0.4863], [3.7669, -0.6677, 0.4244], [3.5499, 0.0166, -0.5548], [4.4188, 0.0181, 1.9213], [4.0664, -1.5201, 2.6856], [4.2117, -1.8662, 4.0517], [3.8706, -3.1373, 4.5131], [3.2340, -4.0423, 3.6635], [2.8855, -5.6179, 4.2775], [3.0776, -3.6993, 2.3206], [3.5044, -2.4505, 1.8070], [0.0568, 1.1144, -1.1961], [-1.0265, 1.9550, -1.1922], [-6.8581, 4.9855, -1.8835], [-6.4593, 3.2662, -2.0351], [-5.8098, 4.4616, -3.1677], [-2.4680, 4.0596, -1.6094], [-3.4648, -0.4378, -1.4715], [-1.5661, -1.9002, -1.3752], [1.9408, -0.4235, -1.2874], [3.3524, -2.4852, -1.5493], [2.8473, -3.7900, -0.5261], [4.6322, -1.0568, 4.6453], [3.9526, -3.4209, 5.5356], [2.6722, -4.4221, 1.6474], [1.0442, 1.5178, -1.1424], [-0.8620, 3.0402, -1.0569]], "forces_ev_per_angstrom": [[0.00, -0.80, 0.95], [0.09, 2.99, 3.93], [-0.42, -2.16, -0.87], [0.19, -0.91, -3.26], [0.72, 2.03, 0.12], [-1.56, -3.06, -0.55], [0.01, 0.25, 0.37], [0.79, -0.08, 0.36], [1.24, 0.03, 0.49], [-1.09, 0.22, -0.25], [-1.16, 0.35, -0.57], [1.23, -1.48, 0.25], [-3.52, -1.08, 1.98], [1.56, 1.16, -0.97], [0.85, 1.17, -0.62], [0.58, 0.30, 1.25], [-1.00, 0.32, -1.19], [0.62, 0.34, -0.44], [-0.23, -1.07, -0.21], [-0.31, -0.97, 1.15], [0.28, 0.48, -1.23], [-0.66, 0.79, -0.39], [1.13, 1.02, -0.78], [-0.26, 0.04, -0.25], [0.25, 0.26, -0.30], [-0.50, -1.25, 0.98], [-0.02, -0.28, 0.23], [-0.54, 0.25, -0.20], [0.01, 0.40, 0.32], [0.47, 0.24, 0.17], [0.41, 0.18, -1.28], [-0.74, 0.16, -0.08], [0.07, 0.42, -0.13], [0.48, 0.51, 0.09], [0.39, 0.37, -0.17], [0.51, 0.14, 0.03], [-0.26, 0.01, 0.34], [-0.06, -0.57, 0.47], [0.32, 0.08, 0.65], [-0.37, -0.33, -0.31], [0.53, 0.28, 0.11], [-0.04, -0.75, -0.18]], "smiles": "CS(=O)(=O)NC(=O)c1ccc(NC(=O)Cn2c(=O)sc3ccc(Cl)cc32)cc1", "energy_ev": -66757.476, "largest_force_ev_per_a": 4.9, "gap_ev": 8.998}

(3)
{"formula": "C17H14FeO7S2", "method": "wB97M-V/def2-TZVPD", "elements": ["O", "C", "Fe", "C", "O", "C", "O", "C", "C", "C", "C", "C", "C", "C", "H", "H", "H", "H", "H", "H", "H", "H", "H", "C", "C", "C", "C", "C", "C", "S", "O", "O", "C", "S", "O", "O", "H", "H", "H", "H", "H"], "positions_angstrom": [[-1.8270, 1.7894, 5.7505], [-1.8824, 2.0436, 4.6164], [-1.8153, 1.6645, 2.9079], [-2.8129, 0.1047, 2.9262], [-3.1741, -0.9923, 2.8239], [-0.3923, 0.6312, 3.0919], [0.5187, -0.0736, 3.2381], [-0.4610, 2.9693, 2.2276], [0.5310, 2.9578, 1.0760], [0.0949, 2.4624, -0.3317], [-0.9668, 1.4533, -0.4394], [-2.0929, 1.4902, 0.3454], [-2.6040, 2.6288, 1.1420], [-1.8048, 3.4444, 1.9580], [0.0477, 3.3459, 3.1253], [0.8522, 3.9985, 0.8944], [1.4250, 2.3876, 1.3664], [-0.1631, 3.3428, -0.9518], [0.9825, 2.0092, -0.8044], [-0.6848, 0.5239, -1.1586], [-2.8368, 0.6567, 0.3463], [-3.6763, 2.8703, 1.0603], [-2.1904, 4.3518, 2.4252], [3.2317, -4.1003, -2.7293], [3.1059, -2.7088, -2.7423], [1.9374, -2.1463, -2.2371], [0.9093, -2.9451, -1.7737], [1.0185, -4.3313, -1.7511], [2.1951, -4.9076, -2.2332], [-0.5285, -2.0104, -1.2260], [-1.7025, -2.5327, -1.8829], [-0.4351, -1.8919, 0.2085], [-0.1743, -0.4416, -1.8881], [1.5467, -0.3990, -2.1877], [2.1938, 0.1443, -1.0145], [1.7490, 0.1546, -3.5053], [4.1544, -4.5589, -3.0947], [3.8835, -2.0583, -3.1417], [0.1931, -4.9270, -1.3629], [2.3131, -5.9915, -2.2088], [-0.6585, -0.4087, -2.8651]], "forces_ev_per_angstrom": [[-0.06, 0.69, 0.16], [-0.22, -0.86, 1.74], [0.84, -1.90, -0.56], [-1.89, -0.35, -0.18], [0.64, 0.39, 0.23], [1.06, -1.52, 0.46], [-0.84, 1.17, -0.26], [0.63, 2.24, -0.85], [0.24, -0.69, -0.30], [0.89, 0.21, -0.70], [-1.28, 1.36, 2.83], [-1.39, -0.22, -0.41], [-0.73, -0.01, -1.52], [1.13, 0.31, 0.32], [-0.24, 0.53, -0.37], [0.16, -0.15, 0.25], [-0.09, 0.07, -0.04], [-0.07, -0.11, 0.13], [-0.13, 0.49, 0.15], [0.02, -0.28, 0.18], [0.69, 0.54, -0.58], [0.56, -0.36, 0.08], [-0.26, -0.46, 0.16], [1.47, 1.91, -0.74], [0.39, -0.96, -0.25], [0.53, 2.89, -0.61], [-2.69, -0.90, 0.99], [0.01, 0.49, -0.18], [-1.39, -1.40, 0.78], [1.59, -2.01, 0.64], [-0.69, 0.04, 0.29], [-0.78, 0.02, 0.08], [0.02, -1.14, -1.89], [1.67, -2.40, 0.30], [0.15, 0.87, -0.30], [0.32, 1.00, -0.20], [-0.25, 0.18, 0.07], [-0.05, -0.23, 0.08], [0.19, 0.03, -0.13], [-0.06, 0.23, 0.02], [-0.10, 0.32, 0.14]], "energy_ev": -88237.521, "multiplicity": 5, "largest_force_ev_per_a": 3.4, "gap_ev": [3.609, 5.748], "total_charge": -2}